The following is a DFT calculation (ωB97M-V/def2-TZVPD) of a molecular structure, C22H41Br17O3S at a distorted geometry.

## Properties
* molar mass: 1744.002 g/mol
* total charge: 0
* E_tot: -45244.9030 Ha
* Kohn-Sham gap: 8.5 eV
* multiplicity: 1

Positions of all 84 atoms, in Å:
C 3.583966 -0.873644 -0.234414
C 2.706417 -2.047812 -0.795059
Br 1.999830 -3.098075 0.694016
C 1.663640 -1.617339 -1.867220
C 0.187854 -1.547958 -1.479088
O -0.510862 -2.788849 -1.220995
C -1.302209 -2.523398 -0.177256
O -1.728811 -3.309784 0.623806
O -1.574046 -1.112535 -0.075685
C -0.394528 -0.422087 -0.570386
S 0.469662 0.087972 0.936927
H 4.648814 -1.131875 -0.296416
H 3.342254 -0.798192 0.830927
H 3.357632 0.047538 -0.767322
H 3.424210 -2.702162 -1.303854
H 1.941900 -0.603359 -2.197963
H 1.809439 -2.262141 -2.745391
H -0.272711 -1.263217 -2.445607
H -0.708551 0.345098 -1.283813
H 1.234678 1.103794 0.477060
Br -3.155052 -1.552214 1.532074
C -4.130242 -0.322609 2.699612
C -5.561252 -0.745378 2.901749
Br -6.657121 -0.329157 1.342526
H -4.041529 0.667861 2.260347
H -3.592197 -0.348215 3.646154
H -6.014867 -0.193982 3.722024
H -5.665645 -1.810611 3.084546
Br -3.564727 -0.505617 -2.100890
C -3.902770 0.756771 -3.541912
C -2.630238 1.144588 -4.244742
Br -1.584209 2.409826 -3.193809
H -4.422238 1.603162 -3.102380
H -4.572230 0.240560 -4.227889
H -2.847892 1.661214 -5.177693
H -1.985850 0.296595 -4.445971
Br -0.190048 -1.533164 -5.387525
C 0.966728 -2.814151 -6.284276
C 0.654495 -4.226365 -5.869381
Br 1.360444 -4.627065 -4.101508
H 1.989206 -2.523618 -6.062561
H 0.774510 -2.676305 -7.346582
H 1.142080 -4.932788 -6.538481
H -0.410271 -4.436939 -5.837888
Br 7.260288 0.461805 0.811621
C 6.579505 1.907634 1.920996
C 5.118355 1.726136 2.234757
Br 3.997198 2.189848 0.711623
H 6.787334 2.833797 1.393623
H 7.171748 1.870167 2.833327
H 4.812297 2.402998 3.030418
H 4.865129 0.706980 2.513663
Br 0.774241 -6.433408 3.227508
C -0.078449 -6.281722 1.480467
C -0.003719 -7.573548 0.713574
Br 1.772055 -7.862244 -0.033420
H 0.400635 -5.454526 0.966180
H -1.113642 -6.021421 1.691273
H -0.672511 -7.544844 -0.144545
H -0.234541 -8.442836 1.321974
Br 1.207797 4.921921 0.271799
C 2.276721 6.317071 1.115017
C 2.721354 5.889902 2.492825
Br 1.273429 6.020853 3.785535
H 1.682394 7.219126 1.133674
H 3.143037 6.453034 0.475931
H 3.497531 6.556315 2.865126
H 3.079938 4.865016 2.522480
Br -6.642470 -1.309110 6.423472
C -5.909785 -3.111960 6.439787
C -4.606034 -3.170514 7.189180
Br -3.146469 -2.439455 6.129664
H -5.816171 -3.424689 5.403854
H -6.664341 -3.721480 6.933416
H -4.326373 -4.203470 7.387566
H -4.628748 -2.617320 8.123167
Br 0.221736 10.486676 -2.273684
C 1.363918 9.243778 -3.242566
C 1.075769 7.815404 -2.858198
Br 1.833724 7.362948 -1.118433
H 2.389910 9.536813 -3.042585
H 1.139352 9.411457 -4.294503
H 1.547198 7.130560 -3.561406
H 0.013005 7.597937 -2.801965

Forces on atoms 1 to 3 (eV/Å):
C -0.710 -1.258 0.305
C 1.146 0.648 -0.612
Br 0.109 -0.177 -0.209